The following is a quantum chemistry calculation of 40 unconnected molecules or ions with the total composition H80O40 at a distorted geometry, from OMol25.

Last column: Löwdin charge in e.
Cartesian coordinates (Å):
H (-0.131, 0.621, 6.771)  0.08
H (-0.021, -0.989, 6.817)  0.05
O (0.236, -0.192, 6.392)  -0.02
H (5.607, -0.275, -3.963)  0.03
H (5.247, -0.236, -2.519)  0.00
O (5.364, 0.324, -3.276)  -0.03
H (-0.626, -1.141, 2.942)  -0.02
H (-2.076, -1.475, 2.817)  0.01
O (-1.230, -1.894, 2.795)  -0.06
H (-4.922, 1.017, -4.412)  0.07
H (-3.365, 0.865, -4.194)  0.07
O (-4.249, 0.607, -3.890)  -0.04
H (-4.262, 1.394, -2.286)  -0.02
H (-4.439, 2.230, -0.857)  0.04
O (-4.319, 2.241, -1.806)  -0.05
H (-2.100, 5.284, -1.637)  -0.01
O (-3.019, 5.491, -1.447)  -0.05
H (-4.716, -1.997, -2.566)  0.03
O (-4.660, -1.236, -2.000)  -0.02
H (0.413, -5.308, -2.199)  0.07
H (0.850, -5.493, -3.526)  0.06
O (0.721, -4.742, -2.935)  -0.04
H (-1.974, 4.874, 3.116)  0.03
H (-1.367, 3.433, 3.096)  0.02
O (-2.183, 3.953, 3.229)  -0.07
H (0.386, 2.786, -0.727)  0.03
H (1.014, 4.052, 0.009)  0.03
O (0.355, 3.733, -0.640)  -0.05
H (-2.628, 2.982, -3.214)  0.01
H (-1.242, 2.792, -2.674)  0.04
O (-1.701, 3.176, -3.441)  -0.06
H (2.434, 0.476, 5.882)  0.00
O (3.272, 0.008, 5.857)  -0.06
H (0.704, -1.951, -2.996)  0.02
H (1.708, -0.762, -2.746)  0.03
O (1.507, -1.662, -2.525)  -0.05
H (3.617, 1.067, 0.646)  -0.02
H (3.568, -0.243, 1.138)  0.02
O (3.106, 0.615, 1.285)  -0.04
H (3.279, -1.608, 0.107)  0.04
H (4.497, -2.622, 0.492)  0.06
O (4.213, -1.735, 0.327)  -0.04
H (-1.299, -0.855, -6.561)  0.01
H (-0.394, 0.163, -5.808)  0.03
O (-0.456, -0.417, -6.566)  -0.04
H (-4.046, -3.346, 3.371)  0.06
H (-3.970, -2.938, 1.995)  0.02
O (-4.179, -3.753, 2.476)  -0.07
H (-0.699, 0.238, 1.629)  -0.02
H (-1.005, -0.594, 0.375)  0.02
O (-0.455, 0.138, 0.699)  -0.04
H (-2.765, -0.726, -1.730)  0.02
O (-1.942, -0.552, -2.223)  -0.05
H (-2.715, 1.921, 3.013)  -0.02
H (-3.157, 0.669, 1.902)  -0.01
O (-2.890, 1.060, 2.709)  -0.02
H (-4.501, -4.207, -1.565)  0.06
O (-3.745, -4.780, -1.451)  0.01
H (0.802, -2.573, -0.812)  0.00
H (0.825, -2.079, 0.670)  0.02
O (1.358, -2.441, -0.062)  -0.05
H (5.238, 4.131, -0.626)  0.01
H (5.655, 2.634, -0.995)  0.03
O (5.840, 3.424, -0.426)  -0.07
H (-0.238, 5.715, -3.138)  0.01
H (0.006, 5.486, -1.650)  0.00
O (0.159, 6.125, -2.383)  -0.06
H (3.023, -1.462, -5.809)  0.04
H (2.555, -2.110, -4.471)  0.00
O (2.968, -2.308, -5.332)  -0.08
H (2.996, 1.736, -0.709)  0.01
H (2.566, 2.636, -1.812)  0.05
O (2.464, 1.703, -1.535)  -0.05
H (6.601, 0.268, -1.212)  0.04
H (5.498, -0.349, -0.308)  0.01
O (5.932, 0.484, -0.563)  -0.05
H (-5.730, 0.172, 1.636)  0.05
H (-5.668, 0.344, 0.202)  0.04
O (-5.100, 0.491, 0.978)  -0.05
H (-1.644, -4.590, 2.328)  0.03
H (-0.342, -4.316, 1.380)  0.04
O (-1.281, -4.236, 1.543)  -0.04
H (0.431, 4.078, 3.433)  0.01
H (0.946, 3.450, 4.841)  0.07
O (1.004, 3.439, 3.873)  -0.04
H (2.766, -1.993, 2.885)  0.04
H (1.615, -1.035, 2.772)  0.02
O (1.816, -1.971, 2.755)  -0.03
H (-0.867, -3.740, -3.403)  0.03
O (-1.213, -2.842, -3.245)  -0.11
H (-3.038, -2.513, -4.083)  -0.01
H (-3.508, -2.296, -5.596)  0.02
O (-3.609, -2.820, -4.810)  -0.06
H (-2.248, -0.638, -3.119)  -0.01
H (-3.505, 4.734, -1.822)  0.02
H (-3.936, -5.642, -1.146)  0.05
H (-5.093, -0.449, -2.249)  0.00
H (2.961, -0.897, 5.673)  0.03
H (-1.505, -2.834, -2.308)  0.00
O (3.271, -4.600, 2.353)  -0.06
H (2.760, -5.425, 2.258)  0.07
H (2.675, -4.026, 1.835)  0.03
O (-0.477, 4.922, 1.873)  -0.11
H (0.286, 5.359, 1.370)  0.04
H (-0.877, 4.657, 1.026)  0.06
O (-2.022, -3.007, -0.656)  -0.07
H (-1.324, -3.124, -0.003)  0.01
H (-2.608, -3.781, -0.700)  0.00
O (1.961, 5.608, 1.008)  -0.05
H (2.557, 5.332, 1.734)  0.07
H (2.615, 6.126, 0.524)  0.08
O (3.170, 3.196, 1.873)  -0.08
H (2.397, 3.187, 2.480)  0.01
H (3.637, 2.539, 2.416)  0.05
O (-0.280, 0.346, 3.736)  -0.07
H (0.301, 1.112, 3.670)  0.05
H (-0.468, -0.104, 4.583)  0.05
O (1.899, -4.877, 4.513)  -0.06
H (2.685, -4.556, 4.047)  -0.01
H (1.690, -4.283, 5.210)  0.01

Results
Multiplicity: 1
Largest force on an atom (eV/Å): 3.91
Energy relative to the best compared isomer or geometry (same formula, charge and spin) (kcal per mole): 178.2
HOMO-LUMO gap (hartree): 0.3733